(1)
Molecular formula: C21H32NO2P2W
Method: DFT, the ωB97M-V functional and the def2-TZVPD basis

The geometry in XYZ format:
```
59
C21H32NO2P2W, DFT the ωB97M-V functional and the def2-TZVPD basis
C 1.187 -1.299 5.318
C 0.008 0.558 4.283
C -1.364 -1.101 -2.816
H 0.887 -1.836 1.982
C -0.624 1.819 4.391
W -0.084 -0.219 -0.164
C 2.239 -0.674 -2.287
H -0.718 2.280 5.362
H 1.602 -1.767 6.200
C -2.573 -1.111 -1.914
H -0.197 -1.847 0.307
H 0.408 1.449 -0.159
H 1.871 -1.512 -4.852
H -4.245 1.357 -0.971
H -2.754 -2.144 -1.560
C 0.540 -0.075 5.429
C -1.452 -1.478 -4.159
H 4.384 0.744 -0.383
C 3.340 0.986 -0.132
P 2.259 -0.424 -0.513
H 2.132 2.174 -3.978
H -4.445 -0.941 0.600
C 3.030 -1.826 0.356
H -1.257 2.433 1.113
H -3.098 2.156 0.148
H -0.236 1.233 -1.105
C -0.346 0.613 1.842
H 3.178 -0.928 -2.800
H 1.809 -2.877 3.989
C 0.942 -1.390 -4.304
C -0.285 -1.616 -4.904
H -3.007 -1.904 1.088
H 0.075 2.320 -3.003
H -0.329 -1.912 -5.944
H 3.011 -1.636 1.440
H 4.070 -1.956 0.027
H -2.434 -1.678 -4.580
C 1.307 -1.921 4.078
H 2.465 -2.746 0.150
C 0.143 -0.075 3.007
H -3.484 -0.808 -2.463
H -0.772 3.457 -2.410
H 3.271 1.219 0.942
N -0.171 -0.827 -2.239
H 3.022 1.859 -0.718
H 0.448 0.412 6.391
H -2.653 1.972 -1.579
H 2.004 1.168 -2.816
C -3.179 1.501 -0.733
C -3.385 -0.889 0.897
C 0.787 -1.327 2.934
C 1.022 -0.998 -2.955
P -2.395 -0.085 -0.398
H -3.299 -0.314 1.831
C -1.087 2.460 3.258
H -1.550 3.434 3.345
O 1.782 2.096 -3.078
C -0.938 1.876 1.993
O -0.865 2.562 -2.783
```

## Properties
- charge = +1
- calculated total energy (eV) = -48275.0447
- multiplicity = 3
- ΔE to the lowest compared entry with this formula, charge and spin (eV) = 1.7080
- molar mass (g/mol) = 576.3

---

(2)
Molecular formula: C18H38BaNO23P4
Method: DFT, the ωB97M-V functional and the def2-TZVPD basis

The geometry in XYZ format:
```
85
C18H38BaNO23P4, DFT the ωB97M-V functional and the def2-TZVPD basis
O -3.017 -0.860 -1.500
H 4.165 -2.199 5.735
H -5.578 -0.706 4.355
C -0.902 0.703 6.157
H 7.059 -1.846 1.960
Ba 0.025 1.063 -0.459
O -3.598 -2.875 -1.718
O 5.939 2.957 -6.476
O 3.633 -4.253 -1.995
H -2.893 6.292 0.468
P -4.034 4.643 -1.710
O -2.149 0.395 5.577
O 5.259 -1.390 2.915
H 0.066 -6.822 -1.843
H 4.200 -0.546 6.351
C -5.869 3.223 -0.477
H -5.112 2.531 -0.846
C 4.425 -1.170 5.486
O 2.204 -4.718 -3.943
N -2.978 -2.018 -1.104
C 3.393 2.256 -4.044
H -0.081 -5.683 -0.666
P -2.736 1.290 4.322
H 5.718 -1.590 0.820
O 1.490 -2.845 -2.265
H 5.156 -5.570 -2.042
H -3.583 4.543 5.479
H -4.569 6.796 0.349
H 0.510 -5.465 -4.910
H 1.661 -3.216 4.740
H -0.562 -5.119 -2.267
C -4.840 3.293 -3.779
O 3.087 -0.609 1.881
C 0.153 -5.741 -1.729
C -4.919 -0.121 3.712
H -6.775 2.914 -0.999
H -3.414 7.852 -0.198
H -5.341 0.143 2.742
O 1.028 2.044 -4.595
H 1.119 -3.956 -5.714
C 5.979 -1.911 1.828
O 3.299 2.471 -2.762
C -3.618 6.781 -0.182
O -5.350 4.526 -0.833
O 3.185 -2.830 3.412
P 2.129 -4.157 -2.433
O -2.936 3.682 -1.361
H -4.364 2.471 -3.245
H -4.497 3.464 4.392
O -1.975 1.069 3.088
C -3.505 3.827 4.661
H 1.637 1.431 -6.833
C 4.124 -5.518 -1.695
O 3.690 -0.554 4.402
C 2.285 1.823 -4.916
H 3.632 -6.379 -2.147
H 0.281 -3.982 -4.308
H -0.571 1.727 5.983
H -2.920 4.345 3.900
O -4.312 0.972 4.350
C 1.792 -3.193 3.658
H -0.077 0.033 5.919
H 5.689 -2.958 1.738
H -4.164 -0.840 3.395
C 2.510 1.561 -6.210
P 3.632 -1.350 3.003
H 4.280 -5.511 -0.617
C 4.938 2.520 -5.905
H 5.296 3.237 -3.855
H 1.438 -4.124 3.215
H 5.514 -1.161 5.426
C 4.588 2.701 -4.471
O 1.458 -5.401 -1.645
C 1.079 -4.542 -4.796
O -4.516 4.530 -3.243
O -2.584 2.792 4.975
O 4.068 1.388 -7.946
H -5.923 3.178 -3.742
H -6.013 3.163 0.602
H -0.931 0.718 7.247
H -4.602 3.186 -4.838
O -3.603 6.176 -1.504
H 1.079 -2.379 3.527
C 3.823 1.710 -6.782
O -2.305 -2.313 -0.218
```

## Properties
- charge = -1
- calculated total energy (eV) = -105713.5284
- ΔE to the lowest compared entry with this formula, charge and spin (eV) = 13.4264
- molar mass (g/mol) = 897.7

---

(3)
Molecular formula: C3H10N2O
Method: DFT, the ωB97M-V functional and the def2-TZVPD basis

The geometry in XYZ format:
```
16
C3H10N2O, DFT the ωB97M-V functional and the def2-TZVPD basis
N 2.044 0.596 -0.090
C -1.487 1.069 0.488
H -2.031 1.806 -1.320
O -1.435 0.086 1.493
H 0.085 -1.636 -0.013
H 1.490 -2.291 0.481
H -1.071 2.013 0.824
H 1.790 0.402 0.993
H 0.805 -0.191 -1.341
H -2.200 -0.092 -1.173
N 1.053 -1.874 -0.288
C 1.646 -0.621 -0.904
H 2.535 -0.718 -1.480
H 1.750 1.576 -0.272
C -2.047 0.880 -0.765
H -2.026 -0.571 1.096
```

## Properties
- charge = +1
- calculated total energy (eV) = -8289.5017
- multiplicity = 2
- ΔE to the lowest compared entry with this formula, charge and spin (eV) = 4.1278
- molar mass (g/mol) = 90.1

---

(4)
Molecular formula: C9H16N2O2
Method: DFT, the ωB97M-V functional and the def2-TZVPD basis

The geometry in XYZ format:
```
29
C9H16N2O2, DFT the ωB97M-V functional and the def2-TZVPD basis
H 0.798 1.628 -1.942
H 1.320 1.699 0.756
C 1.371 0.560 0.702
C -1.528 -0.057 -0.013
H 2.326 -0.357 2.392
N 1.516 0.248 -0.628
H -4.557 1.190 0.647
H 2.587 -1.146 -1.795
C -0.940 -1.290 0.086
H -0.908 2.078 -0.452
C 3.149 -1.112 0.426
H -1.528 1.286 -1.854
H 4.321 -1.127 0.335
N -2.581 0.375 0.742
H 0.292 -0.044 -2.362
H -4.052 0.503 -0.855
H -3.499 1.966 -0.573
C 2.477 -0.660 -0.834
C 2.667 -0.104 1.395
H 2.960 -2.219 0.659
C 0.458 0.696 -1.526
H -2.814 -0.440 1.307
H -1.366 -2.864 1.088
O -1.800 -2.072 0.917
H 3.420 0.714 1.520
H 0.326 0.233 1.090
C -0.908 1.034 -0.908
C -3.624 1.015 0.051
O 0.115 -1.729 -0.372
```

## Properties
- calculated total energy (eV) = -16663.5194
- ΔE to the lowest compared entry with this formula, charge and spin (eV) = 5.7880
- molar mass (g/mol) = 184.2